1.
This record from OMol25 describes an isolated molecule of C4H4N2S at a distorted geometry. The level of theory is the ωB97M-V functional and the def2-TZVPD basis.

For the relative energy (zero: lowest compared OMol25 entry of this formula, charge and spin), the calculation gives 379.1 kJ/mol. The calculated total energy is -662.3812 hartree. As for the net charge: 0. The frontier orbital gap comes out at 8.673 eV.

Each line ends with the Löwdin charge.
CARTESIAN COORDINATES (ANGSTROEM)
S  1.603  0.259  1.169  0.972
N  -0.562  -1.392  1.660  0.106
N  -0.630  -0.107  -0.513  -0.161
C  0.246  0.859  -0.996  -0.242
C  -1.678  -0.420  -1.243  0.067
C  1.358  1.144  -0.326  -0.396
C  0.106  -0.582  1.016  -0.591
H  -0.256  -1.726  2.564  0.065
H  -2.283  -1.212  -0.786  0.002
H  2.114  1.844  -0.617  0.063
H  -0.017  1.332  -1.928  0.113

---

2.
This record from OMol25 describes an isolated molecule of C3N4OS at a distorted geometry. The level of theory is the ωB97M-V functional and the def2-TZVPD basis.

For the relative energy (zero: lowest compared OMol25 entry of this formula, charge and spin), the calculation gives 0.0 kJ/mol. Its structure (SMILES) is N#CON(C#N)SC#N. The calculated total energy is -806.5723 hartree. As for the net charge: 0. The frontier orbital gap comes out at 9.420 eV.

Each line ends with the Löwdin charge.
CARTESIAN COORDINATES (ANGSTROEM)
S  1.808  -0.581  -0.484  1.050
O  -0.719  -1.083  -0.497  -0.015
N  -3.023  -0.388  -0.940  0.216
N  -1.153  2.009  -0.184  0.238
N  0.171  -0.008  -0.104  -0.315
N  2.839  -0.086  2.110  0.127
C  -0.434  1.156  -0.227  -0.355
C  -1.909  -0.665  -0.765  -0.361
C  2.418  -0.354  1.091  -0.586

---

3.
This record from OMol25 describes a structure of composition C3H8N2O at a distorted geometry. The level of theory is the ωB97M-V functional and the def2-TZVPD basis.

For the relative energy (zero: lowest compared OMol25 entry of this formula, charge and spin), the calculation gives 420.7 kJ/mol. The calculated total energy is -303.7319 hartree. As for the net charge: 0. The frontier orbital gap comes out at 9.396 eV.

Each line ends with the Löwdin charge.
CARTESIAN COORDINATES (ANGSTROEM)
O  1.361  -1.629  -0.251  -0.064
N  1.437  1.030  -0.194  -0.003
N  -2.126  -0.230  -0.176  -0.065
C  0.212  -1.059  0.325  -0.337
C  -0.711  -0.238  -0.500  -0.353
C  0.327  0.436  0.480  -0.301
H  -0.115  -1.744  1.166  0.162
H  -0.434  -0.255  -1.536  0.133
H  -2.216  -0.487  1.034  0.172
H  2.259  1.255  0.390  0.096
H  -2.699  0.856  -0.580  0.188
H  1.745  -0.843  -0.793  0.111
H  -0.134  0.998  1.337  0.140
H  1.095  1.910  -0.703  0.122

---

4.
This record from OMol25 describes a cluster of 2 separate species, C5H12N2O in total at a distorted geometry. The level of theory is the ωB97M-V functional and the def2-TZVPD basis.

For the relative energy (zero: lowest compared OMol25 entry of this formula, charge and spin), the calculation gives 692.6 kJ/mol. Its structure (SMILES) is C/C=C(/N)O.C=CN. The calculated total energy is -382.2387 hartree. As for the net charge: 0. The frontier orbital gap (spin up / spin down) comes out at 6.515 / 6.516 eV.

Each line ends with the Löwdin charge.
CARTESIAN COORDINATES (ANGSTROEM)
O  -0.348  0.408  2.642  0.063
N  -1.097  -1.330  1.454  0.178
N  1.867  -0.197  -0.141  0.012
C  0.518  -1.604  -1.673  -0.037
C  -0.945  0.753  0.313  -0.252
C  0.823  -0.361  -1.187  -0.276
C  -0.759  1.932  -0.604  -0.182
C  -0.549  -0.071  1.382  -0.411
H  -1.180  1.618  -1.561  0.060
H  2.144  -1.062  0.310  0.068
H  0.277  2.272  -0.540  0.060
H  -1.020  -1.836  0.584  0.083
H  -1.968  1.011  0.644  0.106
H  -1.430  2.750  -0.340  0.057
H  -0.860  -1.860  2.280  0.111
H  1.099  0.339  -1.980  0.101
H  2.738  0.213  -0.464  0.072
H  0.428  -1.871  -2.713  0.037
H  -0.133  1.348  2.604  0.123
H  0.397  -2.451  -1.011  0.028